143
Properties=species:S:1:pos:R:3:forces:R:3:mulliken_charge:R:1 method="wB97M-V/def2-TZVPD" e_tot_ev=-88368.0013 homo_lumo_gap_ev=5.517 charge=-1
Rb -0.32769 -0.22451 0.46256 0.55 -0.03 -0.11 0.605
C -0.68270 2.17830 -3.27831 0.09 -0.01 0.04 -1.213
N -0.52865 2.18984 -1.83608 -0.14 0.08 -0.07 0.980
C 0.62340 3.00457 -1.47744 0.00 -0.03 0.05 -0.630
C -1.72471 2.74638 -1.19962 0.08 0.10 -0.02 -0.583
C -2.90223 1.78566 -1.17222 -0.09 -0.15 0.00 -1.060
N -2.93036 0.93928 0.01974 0.11 -0.01 -0.01 1.830
C -3.26804 1.74884 1.20493 -0.06 0.04 0.05 -2.195
C -2.54962 1.48029 2.50941 -0.02 -0.11 0.01 2.207
C -3.29921 1.18157 3.64317 0.01 0.04 -0.01 -0.943
C -2.74490 1.12571 4.91604 0.04 -0.01 0.02 -0.042
C -1.35549 1.28603 4.99440 -0.11 0.01 -0.01 -0.705
C -0.55603 1.61015 3.91351 0.09 0.02 -0.05 1.173
C -1.16273 1.81350 2.62193 -0.03 0.18 0.14 -1.539
O -0.50125 2.29595 1.63018 -0.18 -0.08 -0.07 -0.679
C 0.93756 1.91282 4.08814 0.00 0.10 0.03 2.587
C 1.79820 1.12498 3.09069 0.01 0.09 -0.09 -1.221
C 1.42920 1.57251 5.49606 -0.03 0.01 0.01 -2.269
C 1.16824 3.41720 3.85262 -0.03 -0.11 0.03 -1.839
C -3.57626 1.02249 6.19861 0.00 0.01 0.01 2.353
C -3.37328 -0.33031 6.89280 0.00 0.04 -0.02 -1.506
C -3.16090 2.13593 7.17484 -0.02 -0.02 -0.04 -1.868
C -5.06967 1.20643 5.92177 0.04 0.00 0.01 -1.977
C -3.84616 -0.18812 -0.20945 -0.06 0.02 -0.06 -2.040
C -3.78164 -1.38155 0.71062 -0.01 0.06 0.04 1.795
C -4.78256 -1.58320 1.64190 0.05 -0.02 0.00 -0.762
C -4.88178 -2.75524 2.38940 0.00 -0.04 0.01 -0.308
C -3.89835 -3.71261 2.16380 -0.04 0.06 0.03 -0.612
C -2.86699 -3.57930 1.24024 0.11 -0.03 0.04 0.585
C -2.80085 -2.39669 0.43935 0.02 -0.03 -0.12 -0.810
O -1.94952 -2.22836 -0.51372 -0.18 0.07 -0.04 -0.948
C -1.93818 -4.79653 1.05712 -0.02 -0.03 -0.01 2.833
C -1.48103 -5.33391 2.42503 0.00 0.00 -0.01 -1.946
C -2.72202 -5.90291 0.33339 0.00 0.03 -0.01 -1.956
C -0.66025 -4.52776 0.25097 -0.03 0.02 0.00 -1.686
C -6.08716 -3.00522 3.29319 -0.03 -0.01 -0.01 2.242
C -6.26778 -1.85179 4.28183 0.00 -0.05 0.00 -1.401
C -5.95198 -4.29676 4.10282 -0.01 0.04 -0.02 -2.253
C -7.34976 -3.11718 2.42355 0.03 0.00 0.01 -1.802
H -0.88818 3.19214 -3.67096 0.00 0.00 -0.01 0.324
H -1.49902 1.52297 -3.58076 -0.02 0.00 -0.01 0.298
H 0.23266 1.81158 -3.74344 0.00 -0.01 0.00 0.290
H 0.49064 4.05414 -1.79884 0.00 0.01 0.00 0.291
H 1.52238 2.60705 -1.94810 0.00 -0.01 0.01 0.091
H 0.75467 2.98447 -0.39540 0.00 0.01 0.01 -0.020
H -2.01509 3.68080 -1.71717 0.00 -0.01 -0.01 0.383
H -1.44490 2.99498 -0.17601 -0.01 0.01 0.02 0.203
H -2.85558 1.12749 -2.04257 0.00 0.01 0.00 0.319
H -3.84617 2.35532 -1.26805 0.00 0.00 0.03 0.235
H -4.35637 1.69531 1.37520 0.02 -0.03 0.04 0.139
H -3.05172 2.79035 0.95286 -0.02 0.00 -0.01 0.739
H -4.36686 1.03948 3.50874 0.00 -0.02 -0.02 0.091
H -0.89450 1.17496 5.96770 0.04 0.05 0.03 0.295
H 1.62648 0.05081 3.17427 0.00 -0.02 0.02 0.072
H 2.85969 1.31895 3.27473 0.00 -0.02 0.04 0.566
H 1.57363 1.45009 2.07662 -0.02 -0.07 -0.03 -0.185
H 1.23633 0.52386 5.74052 0.03 -0.01 0.02 0.259
H 0.94707 2.20239 6.24779 0.01 -0.04 0.04 0.380
H 2.50626 1.74632 5.55947 0.00 0.00 -0.01 0.469
H 0.81262 3.67850 2.85813 0.01 0.07 0.01 0.325
H 2.23371 3.65524 3.93426 0.02 0.00 0.00 0.450
H 0.62493 4.00548 4.59678 -0.01 0.01 0.00 0.320
H -2.32840 -0.45797 7.18565 0.02 -0.02 -0.01 0.238
H -3.64872 -1.14804 6.22377 0.01 -0.01 0.01 0.025
H -3.98879 -0.40011 7.79482 0.00 -0.01 0.02 0.570
H -2.11992 2.03653 7.48238 0.02 0.01 0.01 0.263
H -3.78398 2.10614 8.07392 0.00 -0.01 0.01 0.463
H -3.27814 3.11300 6.70273 0.00 0.01 0.01 0.373
H -5.46272 0.41816 5.28424 -0.02 0.02 0.01 0.145
H -5.25797 2.16642 5.43731 -0.01 0.01 -0.01 0.379
H -5.62374 1.18461 6.86405 -0.01 -0.01 0.00 0.482
H -3.61752 -0.56722 -1.20892 0.02 0.01 0.00 0.489
H -4.88557 0.19182 -0.23204 -0.01 -0.03 0.07 0.214
H -5.53452 -0.80501 1.75167 -0.01 0.01 -0.01 0.302
H -3.95682 -4.63922 2.71934 0.00 -0.01 -0.01 0.276
H -2.30962 -5.67069 3.04814 0.00 -0.01 0.00 0.346
H -0.93904 -4.56388 2.97599 0.01 0.01 0.03 0.392
H -0.81265 -6.18903 2.28136 0.01 0.00 0.00 0.482
H -3.60327 -6.19943 0.90638 -0.01 -0.01 0.00 0.269
H -2.09498 -6.78729 0.17964 0.01 -0.01 0.00 0.474
H -3.05752 -5.54384 -0.64170 -0.01 -0.01 -0.01 0.377
H -0.12023 -3.66831 0.64297 0.03 0.01 0.00 0.206
H -0.87978 -4.32968 -0.79416 0.00 0.02 -0.02 0.278
H -0.01353 -5.41266 0.31446 0.00 0.00 0.02 0.469
H -5.39680 -1.77784 4.93459 0.01 0.03 0.00 0.038
H -7.15519 -2.00766 4.90275 -0.01 0.01 0.02 0.372
H -6.38151 -0.89902 3.76394 0.00 0.01 -0.01 0.309
H -5.04770 -4.28485 4.71512 0.01 -0.01 0.01 0.346
H -5.91769 -5.17488 3.45576 0.01 -0.02 0.00 0.437
H -6.81315 -4.40438 4.76734 0.00 0.00 0.01 0.431
H -7.50837 -2.20049 1.85357 -0.01 0.01 0.00 0.328
H -8.23624 -3.29873 3.03931 -0.01 0.00 0.01 0.466
H -7.24504 -3.93836 1.71174 -0.01 0.00 -0.01 0.326
C 6.35121 0.94740 -2.10951 0.02 0.02 0.03 -0.898
N 5.30091 0.33885 -2.89176 -0.07 -0.03 0.03 0.280
C 5.42257 -0.17185 -4.16814 0.02 0.00 -0.03 -0.700
C 4.21571 -0.62931 -4.53252 -0.01 -0.01 0.03 -0.471
N 3.34499 -0.40644 -3.47016 0.00 0.02 0.01 0.512
C 4.01683 0.20866 -2.43171 0.13 0.02 0.01 -0.322
S 3.50860 0.73706 -0.94157 -0.13 0.01 -0.08 -0.274
C 1.95887 -0.73866 -3.53954 -0.06 -0.04 0.03 0.274
C 1.28590 -0.53633 -4.73616 0.04 0.04 -0.03 -0.873
C -0.04332 -0.92596 -4.80634 0.02 0.00 0.06 -0.783
C -0.63691 -1.47132 -3.68279 0.04 0.05 -0.03 -1.006
C 0.12912 -1.62476 -2.53223 -0.22 -0.12 -0.12 -0.567
N 1.41250 -1.27491 -2.46452 0.10 -0.03 0.04 0.330
H 7.27124 0.92498 -2.68991 0.00 -0.01 -0.01 0.337
H 6.48264 0.40516 -1.17374 0.00 -0.01 -0.01 0.294
H 6.08773 1.97506 -1.86128 0.00 0.00 -0.01 0.322
H 6.35945 -0.17881 -4.69455 0.01 0.00 -0.01 0.419
H 3.89770 -1.13128 -5.42642 -0.01 -0.01 -0.01 0.525
H 1.78181 -0.06298 -5.57264 -0.01 0.00 -0.01 0.518
H -0.60328 -0.77726 -5.72099 -0.01 0.00 0.00 0.361
H -1.67425 -1.77475 -3.66392 -0.01 -0.01 0.01 0.538
H -0.35395 -2.06306 -1.66094 0.16 0.00 0.00 0.996
O 1.46282 -4.32899 7.00012 0.02 -0.01 -0.01 -0.518
C 0.43485 -3.35950 6.85574 -0.06 0.01 0.01 -0.555
C 0.31189 -2.94182 5.41726 0.03 -0.01 0.00 0.016
C -0.79250 -2.21583 5.00310 0.01 -0.03 0.01 -1.129
C -0.85638 -1.78069 3.68844 0.02 0.09 0.07 -0.586
N 0.08576 -2.05353 2.79436 -0.01 -0.14 -0.08 1.832
C 1.12485 -2.79595 3.17563 -0.05 0.04 0.02 0.763
C 1.29052 -3.24116 4.48082 0.03 -0.03 0.01 -0.737
C 2.08649 -3.17696 2.10240 0.00 0.02 -0.04 0.171
C 2.73409 -4.40826 2.14561 -0.02 0.03 0.01 -1.285
C 3.54750 -4.78986 1.08946 0.04 -0.02 -0.05 0.218
C 4.15718 -6.16415 1.06997 0.02 0.00 0.00 -0.711
O 3.26239 -7.13477 0.53258 -0.03 0.01 -0.03 -0.560
C 3.69500 -3.90642 0.03114 -0.05 -0.02 0.03 -1.246
C 3.02401 -2.69245 0.07698 0.05 -0.02 0.01 0.048
N 2.23407 -2.33038 1.08169 -0.09 -0.01 0.09 0.389
H 1.58293 -4.50538 7.93633 0.00 0.01 0.00 0.312
H 0.65543 -2.47268 7.46219 0.00 0.00 -0.02 0.290
H -0.52923 -3.75843 7.19127 0.02 0.00 -0.01 0.327
H -1.59217 -1.97236 5.68771 -0.03 0.01 0.00 0.146
H -1.69277 -1.18208 3.34395 -0.11 0.02 0.00 -0.020
H 2.16277 -3.80727 4.77278 0.01 0.00 0.00 0.664
H 2.57364 -5.08168 2.97917 -0.01 0.01 0.01 0.455
H 4.45753 -6.45223 2.08370 -0.01 0.00 0.00 0.259
H 5.04224 -6.18118 0.43256 0.02 0.01 0.03 0.376
H 2.36306 -6.86545 0.75067 0.00 -0.01 0.00 0.407
H 4.30609 -4.16464 -0.82491 0.00 0.01 -0.01 0.441
H 3.10486 -1.97712 -0.72975 0.00 0.02 -0.02 0.126